19
Properties=species:S:1:pos:R:3:nbo_charge:R:1 method="wB97M-V/def2-TZVPD" homo_ev=-4.998 charge=-1
H -1.37078 -0.81163 0.02780 0.51
O 1.20792 -2.97280 0.96098 -0.95
H -0.82286 1.87076 -2.00095 0.19
O 0.41103 -0.25268 -2.90214 -0.72
O -2.12124 -0.80007 0.71966 -1.01
H 0.34856 -2.53882 1.04142 0.47
H 0.80731 2.13358 -1.78597 0.19
H 1.42282 -2.63385 0.07379 0.49
O 0.11397 -0.83628 -0.70270 -0.87
C -0.03946 1.88257 0.06086 -0.61
C 0.16610 -0.06422 -1.71491 0.80
H -2.66888 -0.06302 0.41021 0.45
H -0.15038 2.96834 0.13720 0.17
O 1.15111 -0.48066 2.13461 -0.95
H 0.65123 -1.15079 2.63080 0.45
H -0.92975 1.52788 0.57109 0.20
C -0.00722 1.48434 -1.40674 -0.53
H 0.87644 1.53641 0.50555 0.22
H 0.95408 -0.79907 1.23943 0.49



19
Properties=species:S:1:pos:R:3:nbo_charge:R:1 method="wB97M-V/def2-TZVPD" homo_ev=-5.893 charge=-1
O 0.29108 -1.91810 -1.29283 -0.96
O 2.01761 1.60047 0.25620 -0.97
H -1.14220 -0.98394 0.67443 0.47
H -0.48581 0.36479 -1.61164 0.41
O 0.46589 0.30562 2.21768 -0.94
Cl -0.04140 0.35429 -0.07151 -0.42
O -2.34506 1.35516 0.32963 -0.97
H 1.20176 1.25715 -0.10817 0.40
O -0.52195 0.62293 -2.53267 -0.97
H 0.29072 0.54314 1.30711 0.37
H 0.65483 -0.63231 2.18895 0.41
H 0.28426 -1.30662 -0.55643 0.45
H -1.98487 1.88046 1.04416 0.46
H 2.55481 0.82434 0.41511 0.44
O -0.91869 -1.85677 0.99759 -0.93
H 0.17886 0.12199 -2.94998 0.45
H -1.58036 1.08525 -0.17891 0.44
H -0.10924 -1.72949 1.49238 0.43
H 1.18973 -1.88838 -1.62113 0.44



62
Properties=species:S:1:pos:R:3:nbo_charge:R:1 method="wB97M-V/def2-TZVPD" homo_ev=-7.835 smiles="COc1cc(C(=O)NCCC(=O)NCCN2CCCCCC2)cc(OC)c1OC" charge=0
H 2.61914 2.12523 1.39711 0.20
C -1.78225 -1.38174 0.53100 -0.14
H -1.22853 4.29887 0.36010 0.24
H 1.09417 -4.23143 -0.07413 0.18
H -6.81842 -2.68894 1.36347 0.20
H 3.98087 4.37103 -1.03250 0.18
N 0.59785 2.06123 -0.90331 -0.64
H -5.94104 -1.33266 0.61704 0.17
H 0.49939 1.39418 -0.14467 0.43
C -1.00392 -2.40831 0.01481 -0.26
C -1.37868 2.32222 1.17974 -0.24
H -2.51868 -6.15551 -1.61002 0.19
C 2.99962 2.96665 0.80984 -0.21
H -0.38680 2.19895 1.62057 0.23
C 5.38575 3.33608 1.68140 -0.40
C -3.13339 -1.60245 0.78658 -0.29
H 0.76657 -3.67446 -1.74028 0.18
H -2.28677 3.24021 -0.55123 0.22
H 2.66376 0.61087 -0.29802 0.20
C 6.20342 3.93697 0.53743 -0.39
C 2.96128 1.37131 -1.02780 -0.21
H 5.85253 3.63175 2.62423 0.20
H 5.40958 2.24838 1.61725 0.21
C -5.84836 -2.20243 1.27671 -0.25
O -4.98771 -3.17383 0.73833 -0.48
C -1.09818 -0.09794 0.80374 0.68
C -1.54192 -3.65442 -0.27731 0.23
H 1.42750 1.01991 -2.50889 0.19
O -0.14174 3.89807 -1.97555 -0.65
H -2.03970 2.75017 1.94235 0.20
H -2.84682 0.93418 0.58898 0.40
C 3.93277 3.81557 1.68471 -0.41
H 7.26614 3.77910 0.73891 0.20
N -1.87722 1.00481 0.84926 -0.60
C -3.68619 -2.84116 0.51629 0.27
C 5.87986 3.34025 -0.82932 -0.39
H 4.26075 3.09134 -2.21464 0.20
H -3.77223 -6.96869 -0.63946 0.19
H 2.13928 3.59249 0.51472 0.17
H 3.90713 4.85607 1.35486 0.19
C 0.58017 -4.46812 -1.01040 -0.25
C -1.33568 3.27754 -0.01282 -0.50
C -2.97424 -6.22654 -0.62054 -0.24
O 0.11634 -0.02814 0.96177 -0.67
C -0.23280 3.09902 -1.06048 0.68
C -2.90377 -3.88637 -0.02676 0.29
C 1.70247 1.81188 -1.79997 -0.25
H 3.54238 3.79503 2.70450 0.21
H 0.03872 -2.19750 -0.15453 0.24
O -3.60826 -5.02438 -0.24650 -0.49
H 6.03379 5.01660 0.51101 0.19
H 0.95764 -5.41200 -1.40125 0.20
O -0.79761 -4.67517 -0.80878 -0.51
C 4.38404 3.35970 -1.16153 -0.22
H -3.73828 -0.83131 1.23465 0.21
H -5.52081 -1.87461 2.26928 0.17
H 1.88285 2.73051 -2.36395 0.23
H 3.65213 0.90632 -1.73711 0.20
H 6.21172 2.30060 -0.85511 0.20
N 3.68765 2.39853 -0.32700 -0.47
H 6.42802 3.89093 -1.59730 0.20
H -2.21569 -6.52666 0.10536 0.18



50
Properties=species:S:1:pos:R:3:mulliken_spin:R:1 method="wB97M-V/def2-TZVPD" s2=2.01 homo_ev="1.183 / 1.185" charge=-2 multiplicity=3
C 21.32489 -14.99518 -0.15596 -0.01
C 17.28047 -11.16775 0.36093 0.01
C 16.46074 -15.24805 -1.97605 0.02
H 21.05852 -16.13620 4.14256 0.01
H 17.23104 -11.53793 -0.68790 0.00
C 16.76202 -15.40970 3.83993 -0.01
H 19.81431 -14.32516 5.23596 0.01
C 18.12467 -16.55190 -0.28177 0.00
C 15.69538 -13.85797 2.52738 -0.01
H 21.55741 -15.13839 2.79941 0.00
H 22.84125 -15.72994 -1.49449 0.00
C 20.29736 -14.07155 4.26540 0.00
H 15.69771 -14.75382 -2.56071 0.00
C 16.82258 -16.55895 -2.23822 -0.01
H 21.05958 -16.02925 0.02034 0.00
C 14.51545 -14.79499 4.39592 -0.01
H 16.23012 -11.30526 0.71058 0.00
C 14.57367 -13.89325 3.36638 0.01
H 16.80473 -13.60330 -0.72120 0.00
H 16.44770 -17.05842 -3.12821 0.00
C 22.79129 -13.58242 -1.38406 -0.01
H 13.72760 -13.22025 3.29273 0.00
H 18.04949 -9.15891 -0.32044 0.00
O 19.50041 -13.13492 3.61535 0.15
H 13.58953 -14.88040 4.95125 0.00
N 20.59407 -13.96074 0.32308 0.08
C 20.70283 -15.33341 3.47058 -0.01
C 22.05340 -12.52327 -0.96173 0.01
H 18.26961 -18.12856 -1.71334 0.00
H 18.55771 -17.20660 0.46895 0.00
Pt 18.79902 -14.22530 1.68410 1.36
H 15.85604 -13.19675 1.68052 0.01
H 20.24458 -11.94570 0.05204 0.00
H 15.69865 -16.23573 5.48058 0.00
C 20.95885 -12.74509 -0.12440 -0.01
C 22.44413 -14.85981 -0.98875 0.01
H 21.22708 -13.58299 4.62682 0.01
O 17.94874 -12.15040 1.12118 0.08
H 23.67763 -13.45638 -2.00023 0.00
H 16.59707 -9.06044 0.43017 0.00
O 18.08303 -9.18310 1.75535 0.00
O 19.80014 -16.00274 2.57722 0.15
H 22.35825 -11.52639 -1.25250 0.00
C 17.78439 -17.19372 -1.47331 0.01
C 16.91437 -14.68316 -0.78526 -0.02
C 15.62135 -15.62070 4.59096 0.01
H 17.66028 -15.99925 3.99260 0.01
C 17.54934 -9.62650 0.56586 0.01
N 17.80914 -15.28679 0.01913 0.08
N 16.77559 -14.60472 2.76854 0.07



34
Properties=species:S:1:pos:R:3:nbo_charge:R:1 method="wB97M-V/def2-TZVPD" homo_ev=-11.787 charge=+1
C -0.05286 2.73615 1.15936 0.43
H 1.31722 0.63628 -1.19593 0.26
H -1.15855 4.81356 1.53018 0.26
I 3.14610 3.37258 4.12973 0.53
C -2.62731 3.34161 0.35722 0.09
H 2.12560 -2.00887 -0.30870 0.52
H 4.32223 1.88802 2.06009 0.48
C -1.88636 -6.06790 -1.45313 -0.13
O -0.61248 -5.92800 -0.85679 -0.47
N -3.39457 4.08894 -0.53003 -0.54
N 1.20705 3.46031 1.56738 -0.73
O -0.87948 -4.20673 -2.29763 -0.48
H -2.65199 -5.69274 -0.76577 0.21
N 3.46223 2.46614 2.28725 -0.67
I -0.62267 -1.61163 1.35031 -0.02
C -1.14457 3.93827 0.75143 -0.51
H 2.35153 2.79127 -0.70289 0.40
C -0.08764 -4.75912 -1.33610 0.97
C -1.75996 -5.23732 -2.68433 0.44
H -2.81667 4.93853 -0.77427 0.32
F -2.94709 -4.68145 -3.01505 -0.32
H 1.31526 4.39333 1.09958 0.44
C 1.29842 1.12679 -0.10647 -0.11
O 2.61555 -1.42066 0.36257 -0.96
O 0.96441 -4.27427 -0.95406 -0.60
H -2.10067 -7.11603 -1.67868 0.22
H -0.70532 4.40171 -0.25625 0.23
H -3.02158 2.32257 0.77467 0.23
H -1.34545 -5.77181 -3.54574 0.16
O 0.04840 1.88461 -0.02592 -0.52
Cl -0.84949 1.88012 2.64138 -0.04
P 1.46239 -0.32997 1.12018 0.82
N 2.56938 1.98398 -0.04788 -0.64
C 2.45894 2.64174 1.34427 0.73



13
Properties=species:S:1:pos:R:3:nbo_charge:R:1 method="wB97M-V/def2-TZVPD" homo_ev=-7.951 smiles="C=C[C@H](C)O" charge=0
H -2.24736 0.35546 0.91878 0.22
H 2.90267 0.74276 0.14630 0.20
O -0.38599 -1.52640 0.29764 -0.76
H -2.46098 -0.05881 -0.77407 0.23
C 0.79205 0.64546 0.05103 -0.20
H -1.76628 1.51751 -0.33130 0.22
C 2.03011 0.09950 0.17605 -0.46
H 0.46999 -1.95487 0.42993 0.49
H 2.19661 -0.87500 0.62062 0.17
H -0.04627 -0.92822 -1.05350 0.30
C -1.79151 0.45481 -0.07173 -0.63
H 0.72335 1.67215 -0.30578 0.21
C -0.41639 -0.14436 -0.10398 0.01